20
Properties=species:S:1:pos:R:3 method="wB97M-V/def2-TZVPD" spin_multiplicity=1 charge=0 homo_energy_ev=-8.79 e_above_lowest_kcal_mol=50.7 total_energy_ha=-651.163207 e_lumo_ev=-0.3 largest_force_ev_per_a=4.1 smiles="CC(C)(C)N.C=S"
S 0.11 -0.19 -3.52
N 0.23 -1.71 0.71
C -0.33 0.78 -4.71
C -0.79 0.37 0.05
C -0.49 -0.03 2.44
C 1.56 0.38 1.08
C 0.13 -0.25 1.08
H -0.78 1.38 0.34
H 0.55 -2.39 1.36
H -0.78 1.70 -4.50
H -0.77 -1.91 0.52
H 2.13 -0.16 1.90
H 1.46 1.39 1.40
H -0.46 0.10 -0.93
H -1.81 -0.05 0.05
H -0.29 0.40 -5.74
H 0.08 0.84 2.85
H -0.44 -0.93 3.00
H -1.46 0.35 2.42
H 2.16 -0.06 0.20